Molecular formula: C19H23FN4O3
Method: DFT, ωB97M-V/def2-TZVPD

Geometry as ORCA input:
```
! wB97M-V def2-TZVPD RIJCOSX def2/J DEFGRID3
* xyz 0 1
C -6.15795 -2.01876 -0.97164
H -6.54937 -1.59274 -0.05260
H -5.38101 -2.73295 -0.71291
H -6.95654 -2.54256 -1.48926
C -5.59471 -0.91704 -1.86106
C -4.54234 -0.14371 -1.16552
N -4.34489 -0.03850 0.11478
C -3.26834 0.79263 0.19813
N -2.83080 1.17112 -0.96952
O -3.65458 0.56900 -1.86924
C -2.61795 1.15352 1.49079
N -1.79977 0.04867 1.95065
C -0.55426 -0.24236 1.49405
O 0.02466 -1.25584 1.83568
C 0.10742 0.79054 0.58650
C 1.20188 0.10746 -0.22830
N 2.05856 1.04443 -0.92193
C 2.23401 2.34675 -0.60761
O 3.04248 3.04795 -1.18984
C 1.33971 2.92660 0.47388
C 0.77518 1.88352 1.42403
H 1.57598 1.43590 2.01645
H 0.06962 2.34711 2.11672
H 1.92433 3.67736 1.00826
H 0.52656 3.45152 -0.03659
C 2.93917 0.44345 -1.91012
C 3.98660 -0.41541 -1.25166
C 3.99394 -1.79573 -1.39903
C 4.94720 -2.56881 -0.75736
C 5.90266 -1.97594 0.04813
C 5.88113 -0.59962 0.18951
C 4.94308 0.18983 -0.44519
H 4.95753 1.26133 -0.31931
F 6.80937 -0.01095 0.97359
H 6.65257 -2.55751 0.56020
H 4.94380 -3.64106 -0.88118
H 3.25050 -2.27065 -2.02206
H 3.41399 1.27043 -2.44562
H 2.33917 -0.14789 -2.60836
H 0.74516 -0.55113 -0.97617
H 1.80075 -0.52389 0.44196
H -0.62385 1.23256 -0.09436
C -2.50363 -0.93664 2.74702
H -1.83541 -1.77955 2.90829
H -2.78466 -0.50571 3.70960
H -3.40120 -1.27114 2.22347
H -2.03043 2.06167 1.36272
H -3.39376 1.32968 2.23975
H -5.17110 -1.32492 -2.78129
H -6.39045 -0.22206 -2.14646
*
```

Output
Structure (SMILES): CCc1nc(CN(C)C(=O)[C@H]2CCC(=O)N(Cc3cccc(F)c3)C2)no1
DFT total energy (Ha): -1282.44684
Highest occupied orbital energy (eV): -9.06
LUMO energy (eV): 0.6
Kohn-Sham gap (Eh): 0.3532
ΔE to the lowest compared entry with this formula, charge and spin (eV): 0.264

natural (NBO) atomic charge list, values in e, 6 entries: atom 1 (C): -0.595, atom 2 (H): 0.224, atom 3 (H): 0.215, atom 4 (H): 0.216, atom 5 (C): -0.467, atom 6 (C): 0.545